1.
# C28H85N5O16

12 unconnected molecules or ions with the total composition C28H85N5O16 in a non-equilibrium geometry (wB97M-V/def2-TZVPD, the OMol25 dataset).

The geometry in XYZ format:
```
134
Properties=species:S:1:pos:R:3
C 2.26749 -20.66941 6.49591
O 2.88344 -21.74888 5.83244
C 4.01912 -21.39919 4.99635
C 4.37256 -22.64197 4.21731
C 4.84205 -23.70234 5.16858
N 5.47072 -22.40212 3.25518
H 2.21610 -19.70423 5.95570
H 2.88295 -20.39592 7.37804
H 1.27648 -20.92572 6.84729
H 3.64093 -20.61248 4.32032
H 4.82057 -20.97947 5.62554
H 3.48803 -22.87838 3.62509
H 5.69135 -23.26440 5.69046
H 5.07442 -24.65124 4.69898
H 4.02885 -23.92171 5.86078
H 5.20210 -21.64329 2.61877
H 6.27361 -21.99837 3.74569
C -1.18202 -17.58399 7.13122
O -1.55661 -16.27340 7.38197
C -2.84694 -16.01693 6.99412
C -3.20926 -14.61131 7.35475
C -3.16393 -14.30986 8.81000
N -4.55157 -14.35894 6.75453
H -1.44662 -17.87826 6.10107
H -1.74053 -18.27362 7.78222
H -0.11226 -17.70102 7.26430
H -2.99323 -16.12598 5.91037
H -3.53943 -16.72233 7.49165
H -2.55189 -13.94503 6.78747
H -2.15081 -14.39113 9.20789
H -3.76240 -15.05393 9.35289
H -3.57494 -13.33126 9.05476
H -4.56705 -13.36901 6.50205
H -5.26257 -14.38393 7.48989
C 3.16100 -26.87679 1.53704
O 3.47708 -27.43047 2.76229
C 2.32440 -27.85926 3.44722
C 2.65230 -28.32702 4.82538
C 1.43705 -28.56008 5.70169
N 3.50446 -27.29752 5.44992
H 2.81646 -27.64568 0.83729
H 4.09470 -26.45470 1.16575
H 2.41277 -26.07858 1.59547
H 1.69352 -26.95434 3.58875
H 1.69052 -28.58069 2.91487
H 3.22805 -29.26688 4.74208
H 1.75348 -28.93513 6.68248
H 0.69888 -29.27933 5.33176
H 0.87971 -27.64401 5.93500
H 3.91062 -27.57704 6.34293
H 4.35243 -27.25801 4.87015
C -2.59116 -27.03655 1.17244
O -2.60349 -27.94946 2.22779
C -3.66708 -27.76884 3.17611
C -4.58675 -28.93713 3.08418
C -5.42304 -28.95027 1.81338
N -5.48355 -29.06821 4.27281
H -3.51999 -27.08915 0.59164
H -1.75886 -27.30010 0.51894
H -2.40180 -26.00154 1.49655
H -3.18334 -27.69185 4.15393
H -4.20706 -26.84536 2.92858
H -3.99983 -29.86591 3.05247
H -5.65109 -27.96472 1.40218
H -6.25597 -29.63931 1.81021
H -4.71496 -29.32061 1.04489
H -4.95037 -29.07301 5.14133
H -5.89870 -29.99230 4.20408
C 0.20168 -24.41464 3.98936
O -0.45767 -23.33015 4.58912
C 0.01794 -22.13194 4.09341
C -1.02625 -21.10406 4.31369
C -0.88729 -19.87949 3.42046
N -1.20813 -20.59891 5.74613
H -0.13520 -24.61522 2.96446
H 0.00188 -25.33851 4.53763
H 1.28108 -24.22508 4.05383
H 0.99673 -21.89551 4.56014
H 0.38161 -22.14708 3.05091
H -1.99046 -21.58670 4.10470
H -0.02807 -19.24719 3.67753
H -1.79599 -19.30142 3.58649
H -0.76529 -20.10373 2.35921
H -0.26973 -20.28801 6.02912
H -1.24903 -21.49622 6.26913
O -5.91321 -21.65318 6.51277
C -5.84523 -20.34723 5.91849
C -4.43554 -19.79222 5.92834
O -3.78698 -20.14283 7.17904
H -5.49778 -21.52761 7.38520
H -6.29035 -20.45716 4.93019
H -6.52025 -19.68619 6.48286
H -4.40449 -18.71334 5.77160
H -3.85876 -20.31458 5.15444
H -2.83630 -20.04504 6.92766
O -0.48107 -22.15515 8.44345
C -0.95394 -22.82030 9.62709
C -1.68234 -21.80730 10.45833
O -2.97301 -21.54700 9.94911
H 0.11218 -22.75516 7.95179
H -1.62303 -23.63427 9.34588
H -0.05165 -23.18222 10.13839
H -1.14321 -20.86747 10.57508
H -1.89719 -22.25527 11.43086
H -2.95397 -21.31713 9.01300
O -2.62632 -24.94142 7.12976
C -3.67682 -24.09165 6.71604
C -4.18431 -24.45229 5.32675
O -4.64186 -23.38732 4.54170
H -1.81119 -24.53082 6.80796
H -4.48185 -24.11746 7.44992
H -3.30915 -23.05503 6.71919
H -5.04822 -25.13038 5.47091
H -3.51160 -25.09573 4.76124
H -5.00824 -22.78732 5.22322
O -3.52306 -22.61318 0.11226
C -3.27211 -22.44633 1.52082
C -4.07856 -21.28010 2.03655
O -3.57527 -20.08977 1.47501
H -4.24911 -23.22846 -0.02797
H -3.48919 -23.30929 2.14436
H -2.24527 -22.09607 1.48378
H -4.01032 -21.25846 3.13647
H -5.16304 -21.43223 1.91404
H -4.09280 -19.35672 1.82110
O 2.60129 -18.67706 2.88683
H 2.41951 -17.96341 2.26081
H 2.98371 -18.23572 3.65695
O -0.91172 -20.92514 -0.22183
H -0.97666 -19.98871 0.00157
H -1.79933 -21.26849 -0.02028
O 1.41858 -23.84146 7.09765
H 2.03160 -23.68819 6.36125
H 1.90003 -24.40286 7.71988
```

Computed properties:
molecular weight = 748.01 g mol⁻¹
energy above the lowest of the compared OMol25 structures with the same formula, charge and spin = 0.0 kJ/mol
spin multiplicity = 1
structure (SMILES) = COC[C@H](C)N.COC[C@H](C)N.COC[C@H](C)N.COC[C@H](C)N.COC[C@H](C)N.OCCO.OCCO.OCCO.OCCO.O.O.O
E_LUMO = 0.22 eV

2.
# C28H89N7O13

13 unconnected molecules or ions with the total composition C28H89N7O13 in a non-equilibrium geometry (wB97M-V/def2-TZVPD, the OMol25 dataset).

The geometry in XYZ format:
```
137
Properties=species:S:1:pos:R:3
C -2.69627 -4.39021 8.15611
C -1.68856 -5.36170 7.49311
C -2.22457 -6.76563 7.11451
O -1.34880 -7.59887 6.43097
C -0.29308 -8.09141 7.24578
N -1.15749 -4.66020 6.25275
H -3.63332 -4.29054 7.60831
H -2.26251 -3.42758 8.42678
H -3.01690 -4.88938 9.07051
H -0.83579 -5.55313 8.14444
H -3.12398 -6.64059 6.51157
H -2.72330 -7.16982 7.99542
H 0.12578 -7.20677 7.72544
H 0.53474 -8.39747 6.60613
H -0.60288 -8.76992 8.04061
H -2.00703 -4.66018 5.70651
H -0.42269 -5.20686 5.82692
C -8.60963 -3.99431 14.35219
C -9.03854 -5.42216 14.75898
C -9.00835 -5.70673 16.22616
O -10.00416 -6.72748 16.68689
C -9.71191 -8.06135 16.34136
N -10.37281 -5.52582 14.14526
H -9.39189 -3.27172 14.58460
H -8.49134 -3.89821 13.27289
H -7.60615 -3.69954 14.65920
H -8.44081 -6.19581 14.27703
H -9.38337 -4.79381 16.68882
H -7.98243 -5.86428 16.55896
H -10.64412 -8.61830 16.24703
H -9.10880 -8.52612 17.12132
H -9.21398 -8.25408 15.39109
H -11.01043 -5.47972 14.92720
H -10.53532 -4.61004 13.75154
C -6.48192 1.12328 15.45126
C -5.44622 0.08981 14.76883
C -5.89591 -1.29646 15.26349
O -5.47793 -1.63494 16.56908
C -6.11936 -2.76301 17.08228
N -5.74254 0.22633 13.35033
H -6.20961 1.31176 16.48973
H -7.50745 0.76271 15.37138
H -6.47759 2.10084 14.96911
H -4.39846 0.34022 14.93496
H -5.34061 -1.94794 14.58871
H -6.95599 -1.52601 15.15554
H -7.13838 -2.69173 17.46254
H -5.64593 -3.29965 17.90447
H -6.22162 -3.47610 16.26426
H -5.46779 1.14410 13.03047
H -5.31632 -0.46658 12.75175
C -7.14481 -7.00987 10.93520
C -5.65842 -6.68558 11.22609
C -5.62971 -5.65799 12.44041
O -4.25011 -5.39235 12.77875
C -4.03349 -4.10089 13.37672
N -5.00469 -7.95819 11.54363
H -7.33393 -7.64762 10.07172
H -7.65684 -6.08630 10.66510
H -7.70086 -7.50745 11.72975
H -5.11602 -6.16240 10.43857
H -6.21695 -6.08095 13.25549
H -6.03937 -4.70236 12.11323
H -4.67401 -4.12363 14.25838
H -4.41694 -3.35577 12.67967
H -3.01918 -3.83338 13.67290
H -4.09663 -7.72000 11.91620
H -5.52352 -8.35862 12.31211
C -1.04831 -6.63898 17.92960
C -2.48694 -7.21557 17.82567
C -2.92237 -7.75288 16.44731
O -4.31033 -8.01822 16.54671
C -5.12525 -7.95915 15.40190
N -2.64292 -8.20728 18.86437
H -0.80290 -6.34154 18.94912
H -0.84834 -5.70969 17.39617
H -0.33292 -7.34813 17.51319
H -3.06271 -6.29169 17.88072
H -2.49334 -8.65965 16.02093
H -2.83546 -6.83988 15.85825
H -4.90435 -8.54335 14.50859
H -5.04160 -6.95833 14.97825
H -6.16122 -8.22404 15.61330
H -2.25702 -9.08942 18.55943
H -2.09024 -8.00837 19.68600
C -14.50759 -8.85925 9.01482
C -14.32442 -8.98044 10.52048
C -12.79203 -9.25422 10.89491
O -11.88124 -8.24233 10.34647
C -10.46877 -8.53612 10.60685
N -14.71257 -7.74688 11.13752
H -15.45150 -8.40299 8.71657
H -14.44497 -9.81340 8.49159
H -13.72551 -8.17393 8.68802
H -14.92613 -9.82828 10.84793
H -12.53974 -10.24366 10.51351
H -12.70783 -9.25167 11.98165
H -9.73375 -8.12941 9.91227
H -10.16941 -9.54530 10.88975
H -10.29837 -8.06624 11.57549
H -14.25188 -7.84067 12.03143
H -14.08260 -7.07416 10.72439
C -7.51788 -12.14898 9.21774
C -7.37243 -12.59824 10.68041
C -6.04142 -13.23518 11.07805
O -6.12936 -13.45521 12.45270
C -4.91621 -13.87509 13.02675
N -7.64562 -11.41084 11.45728
H -8.42340 -11.58782 8.98705
H -7.35985 -13.03895 8.60858
H -6.71114 -11.45004 8.99690
H -8.17906 -13.32275 10.79235
H -5.14456 -12.66294 10.84077
H -5.91620 -14.21834 10.62437
H -4.25020 -13.03728 13.23312
H -4.39465 -14.60435 12.40686
H -5.23599 -14.47321 13.88004
H -7.44754 -11.64804 12.41883
H -6.83431 -10.83368 11.28765
O -1.93175 -6.17198 11.24376
H -2.19515 -7.05787 10.99466
H -2.53258 -5.93243 11.94934
O -3.04497 -1.03448 11.24057
H -2.51174 -0.26040 11.42140
H -2.52830 -1.76605 11.57833
O -0.75121 -2.62577 12.25019
H -0.01857 -2.56144 12.86283
H -0.45766 -3.25377 11.59014
O -4.64693 -10.08694 9.71675
H -4.80378 -9.39069 10.35460
H -4.45550 -10.86009 10.24764
O -4.58597 -10.61578 12.66544
H -4.70492 -10.60693 13.61518
H -3.72126 -10.22891 12.52825
O -2.13901 -9.39445 11.27960
H -2.43855 -9.91068 10.53127
H -1.21888 -9.63624 11.38507
```

Computed properties:
molecular weight = 732.06 g mol⁻¹
energy above the lowest of the compared OMol25 structures with the same formula, charge and spin = 311.1 kJ/mol
spin multiplicity = 1
E_LUMO = -0.11 eV

3.
# C28H97O33P5

18 unconnected molecules or ions with the total composition C28H97O33P5 in a non-equilibrium geometry (wB97M-V/def2-TZVPD, the OMol25 dataset).

The geometry in XYZ format:
```
163
Properties=species:S:1:pos:R:3
C -3.08011 -4.58000 -2.60455
O -3.69732 -4.02460 -1.46055
H -3.81938 -5.10782 -3.20703
H -2.67525 -3.81998 -3.27281
H -2.21038 -5.19106 -2.36316
H -3.93519 -4.73128 -0.85588
C 1.88627 4.48109 -1.10713
O 1.70919 3.18535 -1.64643
H 0.95451 4.80475 -0.64326
H 2.54810 4.34976 -0.25107
H 2.23307 5.24240 -1.80587
H 2.50433 2.66628 -1.50531
C 2.54760 -3.99607 -0.44884
O 2.63049 -5.30557 0.01916
H 1.62465 -3.89307 -1.01952
H 2.70146 -3.23825 0.31938
H 3.33184 -3.75351 -1.16596
H 1.75293 -5.44041 0.38428
C 4.50659 -0.37390 5.34323
O 3.52257 0.22666 6.19708
H 4.22683 -1.40797 5.14190
H 4.60690 0.27730 4.47492
H 5.41250 -0.41813 5.94778
H 2.66657 0.36294 5.78442
C 1.49704 4.99327 4.00583
O 1.93420 3.69027 3.73596
H 2.26043 5.58545 4.51047
H 1.26658 5.73362 3.23975
H 0.66726 5.01250 4.71236
H 2.65036 3.75845 3.10031
C -3.42380 2.95459 -3.25557
O -4.33797 2.74024 -2.21856
H -2.37412 2.78231 -3.01766
H -3.68763 2.22583 -4.02198
H -3.47386 3.97727 -3.62935
H -4.31200 3.45643 -1.57980
C 0.40878 1.65242 6.10799
O 1.05599 1.21857 4.93375
H 0.32943 0.89424 6.88708
H 0.82616 2.56710 6.52899
H -0.60524 1.99473 5.90132
H 1.20562 2.04285 4.46496
C 0.59027 0.08318 0.26110
O -0.10663 -1.11551 0.39213
H -0.02247 0.91562 0.60704
H 1.58090 0.03494 0.71323
H 0.81735 0.24873 -0.79205
H -0.95583 -1.07668 -0.05389
C 0.35160 -6.62972 3.04786
O 0.68648 -5.71826 1.97143
H -0.70772 -6.88650 3.04482
H 0.78182 -7.59195 2.77019
H 0.69319 -6.37932 4.05221
H 0.36258 -4.83388 2.15732
C -3.31561 -0.47937 -0.79454
O -2.74551 -1.72515 -0.33591
H -3.11334 -0.40122 -1.86276
H -4.39830 -0.38857 -0.70717
H -2.97098 0.42714 -0.29698
H -3.28999 -2.48249 -0.56306
C 0.73618 -3.17707 3.24812
O -0.23535 -3.18936 2.17728
H 0.92911 -2.27816 3.83365
H 0.37055 -3.89879 3.97856
H 1.70187 -3.45547 2.82622
H -0.16739 -2.46645 1.54929
C 0.08901 3.24652 -4.67485
O 0.01848 2.17910 -3.75837
H -0.58407 4.03298 -4.33347
H 1.05200 3.75656 -4.69997
H -0.26964 3.02146 -5.67925
H 0.66424 2.32029 -3.06219
C -0.07604 -2.59541 -2.81310
O 0.91540 -1.69381 -2.42851
H -1.10136 -2.32510 -2.56059
H -0.01377 -2.68342 -3.89775
H 0.04525 -3.53801 -2.27936
H 0.66456 -1.24335 -1.61873
C 5.03948 -1.10212 -2.61619
O 5.79042 0.03982 -2.35922
P 4.90473 1.38639 -2.51752
O 3.77122 1.56227 -1.57859
O 6.11940 2.54162 -2.42968
C 6.53355 2.89720 -1.09348
O 4.37503 1.60590 -4.02413
C 3.27845 0.99191 -4.72408
H 4.97264 -1.36340 -3.67231
H 4.11055 -1.27293 -2.07211
H 5.53149 -1.80085 -1.93959
H 7.40306 3.55415 -1.11509
H 6.75692 2.07732 -0.41083
H 5.69914 3.38387 -0.58850
H 3.28339 1.23889 -5.78572
H 2.41658 1.36103 -4.16820
H 3.44149 -0.08563 -4.70336
C -3.94014 3.32461 4.32741
O -3.79133 2.10995 3.60309
P -2.98014 2.18611 2.21290
O -3.78301 2.75039 1.11605
O -1.69204 3.11230 2.67566
C -0.87069 3.85152 1.75087
O -2.31591 0.72868 1.90071
C -1.55827 0.10203 2.92940
H -3.97082 2.96401 5.35558
H -4.91366 3.78291 4.15329
H -3.15048 4.02313 4.05066
H -0.89703 4.82675 2.23703
H -1.32945 3.94067 0.76615
H 0.12864 3.43548 1.87875
H -2.10559 -0.83493 3.03260
H -1.75523 0.70125 3.81836
H -0.53225 -0.01957 2.58211
C -0.50922 -0.29743 -5.62483
O -1.36650 0.47046 -6.43687
P -2.29320 -0.17622 -7.59857
O -1.61948 -1.24473 -8.41105
O -3.62483 -0.70308 -6.83492
C -4.39597 0.17448 -6.04593
O -2.71073 1.15134 -8.46441
C -1.66816 2.03888 -8.84023
H 0.41539 0.27099 -5.52430
H -0.29115 -1.29458 -6.00723
H -0.98810 -0.23694 -4.64753
H -4.49221 -0.32651 -5.08268
H -5.42045 0.27844 -6.40334
H -3.86506 1.12519 -6.09475
H -1.77447 2.58181 -9.77938
H -0.75978 1.45243 -8.97824
H -1.46043 2.70638 -8.00394
C 8.26790 2.46441 2.22882
O 7.14919 3.18168 1.89929
P 5.79182 2.80716 2.70482
O 4.65402 3.68154 2.42758
O 6.23265 2.69658 4.23924
C 5.30148 3.02117 5.24932
O 5.53801 1.22843 2.44821
C 4.74261 0.70902 1.35809
H 9.02485 3.07652 1.73847
H 8.32699 1.44482 1.84799
H 8.41158 2.35686 3.30395
H 5.64102 2.64924 6.21601
H 4.29944 2.61361 5.11540
H 5.07507 4.08495 5.32158
H 3.97518 0.08013 1.80937
H 5.20667 0.28333 0.46841
H 4.27526 1.56384 0.86927
C -7.26539 -2.93588 -0.09926
O -6.83734 -4.25902 0.26747
P -6.99530 -4.83150 1.74772
O -6.38107 -6.19073 1.96365
O -8.59037 -4.80928 2.00667
C -9.47974 -5.91388 1.79254
O -6.33623 -3.61609 2.68598
C -4.93296 -3.65523 2.97895
H -7.87060 -2.39533 0.62850
H -7.85524 -2.99216 -1.01414
H -6.40596 -2.33481 -0.39624
H -9.02276 -6.90166 1.85221
H -9.89274 -5.82254 0.78796
H -10.34584 -5.83893 2.45007
H -4.82478 -3.97667 4.01484
H -4.49373 -2.67667 2.78506
H -4.34230 -4.37310 2.40982
```

Computed properties:
molecular weight = 1116.92 g mol⁻¹
spin multiplicity = 1
E_LUMO = 0.40 eV

Question: The lowest E_LUMO belongs to which entry?
Answer: C28H89N7O13

Question: The lowest E_LUMO belongs to which entry?
Answer: C28H89N7O13

Question: What is the formula in the first record?
Answer: C28H85N5O16